Here is a molecular structure, C13H18BBr15ClF9O3PS at a distorted geometry from the OMol25 dataset. Energies are from ωB97M-V/def2-TZVPD.

Last column: Mulliken charge in e.
Geometry (Å):
1 F 4.5162 2.5887 -0.4021  -0.35
2 H 0.4765 2.1572 0.8627  0.33
3 Br -6.8533 -3.2493 -6.3893  -0.01
4 C -2.7277 -1.9164 2.5111  -0.05
5 O -2.9533 -0.8284 3.3567  -0.67
6 Br -2.4799 -5.7133 0.7245  0.09
7 H -2.1689 1.9564 4.0904  0.29
8 Br -4.0425 -4.4014 -5.4335  0.02
9 C 0.4970 3.1643 1.2798  -1.19
10 C -1.8346 2.7113 2.0405  -0.67
11 C -2.6033 -6.9862 -0.7162  -0.34
12 F 2.3501 2.5521 -0.8908  -0.32
13 H -0.3816 -4.6024 3.1022  0.28
14 H 3.0150 2.4899 -3.6445  -0.28
15 H -3.4469 -1.9169 -3.9877  0.09
16 H -1.8874 -1.3765 0.4540  -0.02
17 H 0.0351 3.8170 0.5334  0.45
18 H -5.1376 -4.5079 -7.6492  0.33
19 C 3.0241 2.5818 1.5666  0.41
20 F 4.3150 0.6720 0.7541  -0.31
21 H -3.6081 2.0985 3.0662  0.27
22 C 3.2540 2.9244 -4.6055  0.32
23 C -3.2669 -1.6771 -2.9493  -0.16
24 O -1.2381 -4.2040 2.9199  -0.34
25 Br -4.4079 -0.1938 -2.4958  -0.01
26 H -3.5767 -1.8497 0.4638  -0.02
27 F 2.7288 1.7131 2.5273  -0.26
28 H 9.2419 2.3200 2.2729  0.34
29 Br 6.7771 2.3407 2.0412  0.14
30 C 8.4946 1.5490 2.3906  -0.37
31 H -0.5274 4.1275 2.9748  0.27
32 F 2.1383 0.6055 0.2808  -0.25
33 C -2.5441 1.8092 3.0743  -1.15
34 B -2.4334 0.2891 2.5354  1.20
35 H -1.8080 2.2512 1.0507  0.49
36 Br 8.6281 0.9061 4.2049  -0.04
37 Cl 0.4191 -2.1340 1.5952  -0.29
38 Br -1.4036 -1.2210 -2.7783  -0.01
39 Br -1.5521 -6.4504 -2.2446  -0.01
40 C -5.0603 -3.7169 -6.9176  -0.35
41 O -3.1561 0.0354 1.2417  -0.52
42 Br -4.1617 -2.2380 -7.7670  -0.01
43 F 2.2783 4.7057 0.7524  -0.33
44 P -1.0455 -2.5384 3.0746  -0.05
45 F 4.1774 3.1784 1.9527  -0.31
46 H -0.0340 2.3925 3.2034  0.36
47 H -1.2362 0.1460 2.2261  -0.46
48 C -0.4223 3.1471 2.5177  -0.41
49 H -3.6345 -7.0208 -1.0378  0.33
50 Br -2.1379 -8.7677 -0.1342  -0.08
51 F 3.6314 0.7946 -1.3497  -0.34
52 Br 2.1844 2.0135 -5.9238  -0.01
53 S 3.2962 1.6192 -0.0262  1.43
54 C -2.8173 -1.3045 1.0360  0.02
55 H -2.4288 3.6304 1.9465  0.38
56 Br -3.7028 -3.2440 -1.9177  0.06
57 C 1.9223 3.6680 1.5396  1.14
58 Br 2.8162 4.7964 -4.5009  -0.02
59 Br 8.9097 0.1605 1.1164  -0.04
60 Br 5.1381 2.6430 -4.9020  -0.02
61 H -3.5143 -2.6762 2.5738  0.36
62 F 1.9701 4.1796 2.8088  -0.35

Forces on atoms 1 to 6 (eV/Å):
F -0.182 -0.028 -0.025
H 0.174 0.060 0.030
Br 0.091 -0.004 -0.013
C 0.275 0.393 -1.335
O 0.213 -0.423 0.368
Br 0.177 -0.211 -0.185

Output
total charge	-1
gap between HOMO and LUMO	6.2	eV